Entry 1:
{
  "formula": "C5H6O2",
  "method": "wB97M-V/def2-TZVPD",
  "elements": ["C", "C", "O", "C", "O", "C", "C", "H", "H", "H", "H", "H", "H"],
  "coordinates": [[0.87451, 1.36007, 0.89347], [-0.31756, 0.58314, 0.35555], [-0.22024, 0.55195, -1.09868], [-0.40138, -0.70925, -1.53332], [-0.43322, -1.03832, -2.68740], [-0.57927, -1.56924, -0.27476], [-0.63261, -0.77320, 0.91085], [0.93907, 2.32221, 0.37663], [0.72375, 1.53695, 1.95808], [1.83496, 0.84653, 0.75674], [-1.24800, 1.11094, 0.61640], [-0.90448, -2.60785, -0.37965], [0.42303, -1.62868, 0.32285]],
  "total_charge": 0,
  "total_energy_ha": -344.48494,
  "orbital_gap_ev": 9.700,
  "largest_force_ha_per_bohr": 0.01430,
  "homo_ha": -0.349
}

Entry 2:
{
  "formula": "C22H43N8Sm",
  "method": "wB97M-V/def2-TZVPD",
  "elements": ["Sm", "C", "C", "N", "C", "C", "N", "C", "C", "C", "N", "C", "C", "N", "C", "H", "H", "H", "H", "H", "H", "H", "H", "H", "H", "H", "H", "H", "H", "H", "H", "H", "H", "H", "H", "H", "H", "H", "H", "C", "C", "C", "C", "C", "C", "C", "C", "C", "C", "H", "H", "H", "H", "H", "H", "H", "H", "H", "H", "H", "H", "H", "H", "H", "N", "C", "N", "N", "C", "N", "H", "H", "H", "H"],
  "coordinates": [[-0.33218, 0.00825, 0.04869], [1.52045, -2.85291, -0.98212], [1.77831, -1.82223, -2.08942], [0.67544, -0.78970, -2.22642], [-0.26410, -1.08283, -3.33420], [-1.35567, -0.07806, -3.26736], [-2.09535, -0.16267, -2.01519], [-3.05987, -1.26487, -1.97810], [-2.56530, -2.61143, -1.37299], [-2.75028, -2.78130, 0.13531], [-1.77171, -2.04506, 0.95541], [-0.85997, -3.01689, 1.54337], [0.32964, -2.31141, 2.25739], [1.24531, -1.72435, 1.25726], [2.03416, -2.65161, 0.45224], [2.03771, -3.77430, -1.32644], [0.41915, -3.05411, -0.95000], [1.95462, -2.28774, -3.05560], [2.66079, -1.22224, -1.87246], [1.10348, 0.10161, -2.46612], [-0.58457, -2.09116, -3.25092], [0.30456, -0.88485, -4.26249], [-2.05363, -0.13162, -4.13045], [-0.89677, 0.89668, -3.23237], [-2.58865, 0.74051, -1.94319], [-3.44932, -1.45320, -3.00219], [-3.93741, -0.99582, -1.38495], [-1.54693, -2.82112, -1.70619], [-3.15149, -3.38437, -1.89892], [-2.73768, -3.87400, 0.40287], [-3.76103, -2.36094, 0.37839], [-2.24923, -1.48812, 1.67265], [-0.41625, -3.63968, 0.77772], [-1.36760, -3.72731, 2.23610], [0.88295, -3.06390, 2.85695], [-0.04239, -1.56097, 2.97332], [1.91502, -1.18524, 1.82430], [2.02861, -3.61605, 1.00009], [3.07304, -2.27168, 0.44873], [-0.58108, 1.57101, 2.35694], [-0.08338, 2.48792, 1.42276], [-1.00796, 2.60717, 0.33634], [-2.11544, 1.79814, 0.65954], [-1.84904, 1.14271, 1.89122], [-2.96566, 0.47840, 2.65411], [-3.51634, 1.84266, 0.09572], [-0.96775, 3.65052, -0.74602], [1.23380, 3.19283, 1.53817], [-0.05842, 1.27028, 3.74486], [-3.49384, 1.24992, 3.19408], [-2.69338, -0.32491, 3.37173], [-3.69922, 0.02280, 1.99846], [-4.17789, 2.34369, 0.77825], [-3.86535, 0.83919, -0.01803], [-3.54892, 2.35073, -0.84483], [0.10458, 3.87216, -1.01385], [-1.31564, 4.60317, -0.36400], [-1.51103, 3.36164, -1.66727], [1.17797, 4.26755, 1.75581], [1.78382, 3.13406, 0.59073], [1.87020, 2.74324, 2.31564], [0.31737, 2.21912, 4.16017], [0.78371, 0.59228, 3.74970], [-0.78785, 0.83027, 4.38531], [5.10352, 3.05900, -0.02139], [5.32111, 1.96013, -0.72188], [6.50815, 1.91673, -1.29495], [4.48503, 0.95408, -0.88106], [3.22619, 0.98022, -0.49995], [2.10088, 0.82049, -0.24487], [5.85327, 3.69480, 0.20843], [4.30707, 3.08494, 0.62593], [7.22703, 2.56668, -1.10956], [6.70869, 1.15310, -1.87891]],
  "total_charge": 2,
  "multiplicity": 6,
  "total_energy_ha": -1959.72207,
  "s2": 8.765,
  "orbital_gap_ev": [7.597, 8.646],
  "largest_force_ha_per_bohr": 0.05089,
  "homo_ha": [-0.485, -0.484]
}

Entry 3:
{
  "formula": "C22H16IrN4O6S2Se2",
  "method": "wB97M-V/def2-TZVPD",
  "elements": ["Ir", "Se", "Se", "C", "C", "C", "C", "C", "N", "C", "C", "C", "C", "C", "N", "H", "H", "H", "H", "H", "H", "H", "H", "O", "S", "O", "O", "C", "C", "C", "C", "C", "C", "S", "O", "O", "O", "H", "H", "H", "H", "N", "C", "C", "C", "C", "C", "N", "C", "H", "H", "H", "H"],
  "coordinates": [[-0.20412, 0.18408, -0.14243], [-2.38968, -0.12086, 1.79120], [-0.91594, 0.70055, 3.38015], [-0.20466, 2.17423, 2.36880], [0.16955, 3.32117, 3.05329], [0.52431, 4.44246, 2.32754], [0.47371, 4.39744, 0.94280], [0.15765, 3.20452, 0.32977], [-0.14014, 2.10082, 1.03181], [-1.48530, -1.79814, 1.62886], [-2.11125, -3.01542, 1.76015], [-1.39029, -4.14821, 1.40971], [-0.07259, -4.01907, 1.00372], [0.49060, -2.76047, 0.93973], [-0.19927, -1.65327, 1.24013], [0.14938, 3.33012, 4.13422], [0.80729, 5.35289, 2.83868], [0.67397, 5.27274, 0.34284], [0.12594, 3.11557, -0.74411], [-3.14026, -3.06671, 2.08381], [-1.85602, -5.12401, 1.43727], [0.51993, -4.88047, 0.73390], [1.51845, -2.62390, 0.63366], [-1.85858, -1.33317, -0.91737], [-0.96815, -1.81848, -1.98683], [-1.10216, -3.22525, -2.19895], [0.41895, -1.36915, -1.60622], [-1.49426, -0.98373, -3.45642], [-1.60853, -1.76215, -4.59533], [-2.07254, -1.20242, -5.77790], [-2.48170, 0.11827, -5.80511], [-2.38561, 0.89944, -4.66114], [-1.87339, 0.36367, -3.48833], [-1.48473, 1.56642, -2.22875], [-1.85514, 2.84847, -2.73766], [-2.11106, 1.29629, -0.92562], [0.00232, 1.39264, -1.98465], [-1.33731, -2.80676, -4.53739], [-2.11701, -1.80770, -6.67280], [-2.86181, 0.55517, -6.71811], [-2.69201, 1.93501, -4.65605], [5.02005, -2.29184, 2.55281], [4.51944, -1.57023, 1.81428], [3.88328, -0.69239, 0.87299], [4.57746, -0.16898, -0.21585], [3.90316, 0.67493, -1.07828], [2.56335, 0.93479, -0.86082], [1.89450, 0.40837, 0.17612], [2.54618, -0.37394, 1.03741], [5.62043, -0.41175, -0.36622], [4.40809, 1.13352, -1.91548], [2.00233, 1.57219, -1.52607], [1.99039, -0.73942, 1.89029]],
  "total_charge": 1,
  "total_energy_ha": -7221.72021,
  "orbital_gap_ev": 7.110,
  "largest_force_ha_per_bohr": 0.12962,
  "homo_ha": -0.415
}

Entry 4:
{
  "formula": "C25H23N3NaO5Sb",
  "method": "wB97M-V/def2-TZVPD",
  "elements": ["Na", "O", "C", "C", "C", "C", "C", "C", "C", "O", "N", "N", "C", "C", "C", "C", "C", "C", "C", "O", "H", "H", "H", "H", "H", "H", "H", "H", "H", "H", "C", "Sb", "C", "C", "H", "H", "H", "H", "H", "H", "H", "H", "H", "O", "C", "N", "C", "O", "C", "C", "C", "C", "C", "C", "H", "H", "H", "H"],
  "coordinates": [[-0.28137, -0.32514, -0.84556], [-0.07225, 2.45713, -4.55184], [1.21140, 2.80484, -4.41185], [1.70433, 3.90484, -5.11955], [3.02902, 4.28415, -4.99159], [3.88879, 3.57739, -4.15561], [3.39968, 2.48325, -3.45559], [2.07562, 2.07825, -3.57084], [1.54986, 0.89009, -2.82778], [0.27811, 0.66130, -2.90558], [2.42075, 0.20172, -2.13214], [1.86183, -0.93713, -1.55342], [2.35758, -1.25673, -0.42279], [1.98906, -2.43786, 0.38001], [2.97333, -2.91311, 1.24867], [2.80603, -4.02081, 2.05998], [1.57236, -4.68363, 2.00930], [0.56428, -4.22797, 1.19505], [0.69277, -3.06822, 0.35642], [-0.31008, -2.64980, -0.31148], [-0.17726, 1.66735, -3.90124], [1.02300, 4.45097, -5.76124], [3.39269, 5.14422, -5.54457], [4.92303, 3.88087, -4.04700], [4.03284, 1.91137, -2.79019], [3.16989, -0.63910, -0.01932], [3.92023, -2.37899, 1.27387], [3.60174, -4.35533, 2.71416], [1.40415, -5.55856, 2.63112], [-0.39847, -4.72780, 1.16661], [-5.46292, -1.68998, -0.61958], [-3.29058, -1.64796, -0.48582], [-3.08517, -3.35325, -1.78358], [-3.24611, -2.76375, 1.33751], [-5.82862, -2.70294, -0.44052], [-5.78607, -1.36248, -1.60958], [-5.89324, -1.01796, 0.12510], [-3.74220, -4.16365, -1.46135], [-2.04207, -3.66038, -1.71215], [-3.31969, -3.08170, -2.81414], [-3.86071, -3.66225, 1.25575], [-3.57713, -2.12975, 2.15735], [-2.20132, -3.02778, 1.49652], [-2.30218, 0.04181, 2.56039], [-1.43758, 0.88220, 2.35128], [-0.70913, 1.07910, 1.21501], [0.11837, 2.16344, 1.39945], [0.87589, 2.66309, 0.58817], [-0.04918, 2.68315, 2.81655], [0.55127, 3.71802, 3.49828], [0.16823, 3.92930, 4.82477], [-0.79251, 3.11810, 5.42575], [-1.39328, 2.07716, 4.71433], [-1.00026, 1.88367, 3.40877], [1.29841, 4.33779, 3.01700], [0.62505, 4.73109, 5.39374], [-1.07586, 3.29691, 6.45686], [-2.14437, 1.44144, 5.16812]],
  "total_charge": -2,
  "total_energy_ha": -1909.62413,
  "orbital_gap_ev": 5.649,
  "largest_force_ha_per_bohr": 0.01132,
  "homo_ha": -0.056
}

Entry 5:
{
  "formula": "C2H6N2O",
  "method": "wB97M-V/def2-TZVPD",
  "elements": ["N", "C", "C", "N", "O", "H", "H", "H", "H", "H", "H"],
  "coordinates": [[1.36442, -0.29539, 0.36069], [0.44731, 0.76401, -0.05563], [-0.99819, 0.27869, -0.17161], [-1.13825, -1.05706, -0.27727], [-1.92335, 1.06296, -0.17305], [1.20702, -0.49966, 1.33375], [2.30002, 0.05360, 0.27224], [0.69882, 1.12333, -1.05036], [0.40441, 1.62831, 0.61082], [-0.31577, -1.61160, -0.35808], [-2.04644, -1.44720, -0.49151]],
  "total_charge": 0,
  "total_energy_ha": -264.57822,
  "orbital_gap_ev": 10.499,
  "largest_force_ha_per_bohr": 0.01316,
  "homo_ha": -0.353
}